Record 1
Molecular formula: C32H41
Method: DFT, wB97M-V/def2-TZVPD

Properties
- charge = +1
- E_LUMO (hartree) = -0.198
- HOMO-LUMO gap (eV) = 5.35

Last column: Löwdin charge in e.
Element x y z (Å)
C1 2.080 -2.063 4.940  0.00
C2 9.185 -3.907 3.577  0.00
C3 9.032 -4.489 1.245  0.00
C4 5.859 -1.129 2.768  -0.13
C5 7.898 -2.527 2.089  -0.12
C6 3.114 1.738 0.299  0.00
C7 -0.281 1.482 0.884  -0.05
C8 3.853 -0.650 0.751  0.01
C9 3.081 -3.541 2.797  -0.21
C10 4.566 -1.618 2.096  -0.13
C11 8.244 -3.364 1.016  -0.21
C12 0.250 0.203 1.033  -0.24
C13 0.243 -3.746 5.309  -0.04
C14 7.833 -3.054 -0.403  -0.05
C15 3.574 -2.244 3.050  -0.13
C16 -1.331 1.894 1.710  -0.06
C17 2.767 0.278 0.520  -0.09
C18 3.681 -4.419 1.736  -0.03
C19 9.512 -4.769 2.527  -0.26
C20 1.447 -3.238 4.558  -0.27
C21 3.694 -0.178 4.597  -0.03
C22 3.121 -1.515 4.177  -0.19
C23 8.153 -1.924 4.583  -0.06
C24 -1.303 -0.274 2.811  -0.06
C25 7.975 -0.020 1.839  -0.05
C26 -1.842 1.023 2.680  -0.06
C27 2.017 -4.013 3.554  -0.01
C28 10.408 -5.948 2.763  -0.05
C29 8.391 -2.786 3.379  -0.21
C30 -0.250 -0.686 1.989  -0.03
C31 7.098 -1.259 1.805  -0.32
C32 1.376 -0.229 0.092  -0.08
H1 1.578 -4.985 3.338  0.13
H2 4.728 -0.305 4.978  0.09
H3 6.737 -3.055 -0.564  0.08
H4 11.400 -5.645 3.136  0.09
H5 7.833 -0.905 4.370  0.06
H6 9.974 -6.630 3.510  0.09
H7 10.539 -6.490 1.817  0.08
H8 8.258 -3.824 -1.065  0.08
H9 0.201 -1.685 2.078  0.12
H10 3.701 0.582 3.789  0.08
H11 4.796 -0.428 0.090  0.17
H12 2.346 2.319 -0.265  0.09
H13 -1.692 -0.959 3.557  0.10
H14 1.107 0.134 -0.952  0.17
H15 4.071 1.747 -0.270  0.11
H16 3.095 0.244 5.420  0.09
H17 1.364 -1.337 0.004  0.13
H18 7.422 0.886 1.549  0.08
H19 6.117 -1.684 3.718  0.12
H20 -1.738 2.899 1.606  0.11
H21 3.491 -4.072 0.711  0.08
H22 0.434 -4.741 5.742  0.09
H23 8.407 0.111 2.832  0.07
H24 4.942 -2.377 1.350  0.11
H25 3.241 -5.423 1.800  0.09
H26 6.694 -1.296 0.771  0.10
H27 7.430 -2.366 5.285  0.10
H28 1.718 -1.516 5.819  0.12
H29 -2.682 1.343 3.325  0.12
H30 3.412 -1.650 0.526  0.10
H31 8.228 -2.075 -0.730  0.09
H32 4.774 -4.491 1.881  0.10
H33 0.137 2.144 0.119  0.11
H34 8.782 -0.143 1.109  0.09
H35 9.595 -4.077 4.572  0.13
H36 -0.017 -3.058 6.126  0.08
H37 -0.619 -3.847 4.632  0.09
H38 3.291 2.210 1.286  0.12
H39 9.315 -5.120 0.397  0.12
H40 9.091 -1.845 5.139  0.09
H41 5.700 -0.060 3.032  0.11

=====

Record 2
Molecular formula: H34O17
Method: DFT, wB97M-V/def2-TZVPD

Properties
- charge = 0
- E_LUMO (hartree) = -0.012
- HOMO-LUMO gap (eV) = 9.67

Last column: Löwdin charge in e.
Element x y z (Å)
O1 -0.207 3.527 -2.147  -0.03
O2 -0.779 0.876 -2.403  -0.04
O3 -1.224 -0.844 2.205  -0.08
O4 -3.029 -2.784 1.365  -0.02
O5 2.831 0.682 1.345  -0.06
O6 -1.626 2.502 0.392  -0.03
O7 -2.031 -2.154 -1.087  -0.06
O8 0.572 -2.973 -1.114  -0.07
O9 1.037 2.926 0.682  -0.06
O10 1.140 -3.079 1.532  -0.02
O11 1.029 -1.068 -2.888  -0.04
O12 3.489 -0.929 -1.024  -0.03
O13 -1.510 1.753 2.771  -0.05
O14 1.488 -0.773 3.097  -0.09
O15 0.469 -0.307 -0.078  -0.03
O16 -3.199 0.077 0.147  -0.02
O17 2.220 1.753 -1.608  -0.07
H1 1.916 -0.176 2.438  0.00
H2 -3.824 -2.340 1.330  0.00
H3 -0.324 -0.902 2.609  0.04
H4 2.219 0.358 0.620  0.03
H5 2.508 2.432 -2.270  0.10
H6 2.585 -1.240 -1.100  0.00
H7 -0.650 1.924 3.135  0.06
H8 0.675 -0.869 -3.772  0.09
H9 -2.669 -2.611 -0.575  0.00
H10 3.036 1.216 -1.474  0.06
H11 1.390 2.593 -0.157  -0.01
H12 0.529 -2.060 -1.386  -0.03
H13 -1.384 0.113 2.278  -0.01
H14 1.256 -2.262 1.978  -0.05
H15 1.241 -0.205 -2.523  0.02
H16 3.830 -1.316 -1.829  0.05
H17 -1.747 0.836 -2.291  0.09
H18 2.294 -1.165 3.511  0.10
H19 -0.366 -0.371 0.443  0.05
H20 2.540 1.583 1.502  0.03
H21 0.776 -3.014 0.680  -0.05
H22 -0.316 2.608 -1.998  -0.05
H23 -0.631 4.026 -1.477  0.01
H24 -3.562 0.242 1.005  0.05
H25 -2.298 -2.195 1.558  0.00
H26 0.316 -3.401 -1.981  0.11
H27 0.088 2.969 0.622  -0.03
H28 -2.307 3.197 0.576  0.14
H29 -2.160 1.769 0.178  0.01
H30 0.121 0.234 -0.755  -0.02
H31 -0.645 0.116 -2.958  0.03
H32 -1.177 -2.636 -1.081  0.01
H33 -1.329 2.025 1.845  -0.03
H34 -2.602 -0.665 0.130  -0.02

=====

Record 3
Molecular formula: C5H14N2S
Method: DFT, wB97M-V/def2-TZVPD

Properties
- charge = 0
- E_LUMO (hartree) = -0.095
- HOMO-LUMO gap (eV) = 5.78

Last column: Löwdin charge in e.
Element x y z (Å)
S1 -1.163 0.562 -1.672  0.44
N1 0.469 0.401 1.827  0.14
N2 0.714 -1.951 -0.973  0.00
C1 0.858 -1.578 0.425  -0.21
C2 -1.436 -0.880 1.379  -0.07
C3 0.871 2.321 0.200  -0.11
C4 1.367 1.332 1.280  -0.29
C5 -0.095 -0.464 0.851  -0.52
H1 -0.175 2.705 0.275  0.08
H2 2.216 0.907 0.681  0.13
H3 0.875 -2.505 1.016  0.13
H4 -1.313 -1.428 2.320  0.09
H5 0.846 1.859 -0.795  0.01
H6 -2.082 -0.410 -1.897  -0.23
H7 1.846 1.857 2.101  0.10
H8 -2.008 0.054 1.441  0.08
H9 0.227 -1.277 -1.539  -0.04
H10 1.526 3.177 0.107  0.07
H11 -0.200 0.104 -0.125  -0.05
H12 0.580 -2.938 -1.099  0.07
H13 1.885 -1.210 0.475  0.10
H14 -2.060 -1.525 0.741  0.08

=====

Record 4
Molecular formula: C27H56F8I2N3O14S2
Method: DFT, wB97M-V/def2-TZVPD

Properties
- charge = +1
- E_LUMO (hartree) = -0.164
- HOMO-LUMO gap (eV) = 7.05

Last column: Löwdin charge in e.
Element x y z (Å)
I1 -0.445 -0.270 -2.558  1.29
I2 2.836 3.048 -3.712  0.93
S1 -1.216 2.823 3.200  0.82
S2 -3.105 -0.978 4.026  0.98
F1 -2.575 4.952 3.643  0.16
F2 -3.828 3.229 3.533  0.16
F3 -1.445 -2.887 2.027  0.04
F4 -3.818 5.370 1.536  0.20
F5 -1.959 4.545 0.862  0.19
F6 -3.804 3.351 0.833  0.20
F7 -0.025 -3.046 -1.033  0.09
F8 0.874 -1.963 0.693  0.15
O1 3.572 5.055 3.430  -0.15
O2 -4.800 2.108 6.708  -0.13
O3 -1.507 1.861 4.206  -0.23
O4 5.428 -2.247 -2.764  -0.14
O5 5.144 -0.610 2.107  -0.14
O6 -3.737 1.940 10.618  -0.12
O7 -0.171 -8.525 -1.121  -0.13
O8 7.071 -2.006 -7.007  -0.13
O9 -5.747 -0.967 -7.160  -0.14
O10 0.417 3.683 -2.165  0.04
O11 -0.210 3.741 3.598  -0.21
O12 -1.466 -6.383 -3.374  -0.11
O13 -3.817 -1.357 -3.617  -0.17
O14 4.354 -0.149 -4.520  -0.19
N1 -0.893 2.043 1.683  0.03
N2 2.531 1.363 1.931  0.05
N3 -2.966 0.968 2.107  0.09
C1 0.566 -7.963 -0.037  -0.15
C2 -1.840 1.122 1.286  -0.20
C3 -1.412 -2.446 0.741  -0.20
C4 -0.205 -2.485 0.139  -0.35
C5 -5.121 3.424 7.158  -0.15
C6 -3.034 -0.044 2.821  -0.71
C7 0.193 2.297 0.878  -0.13
C8 4.815 -1.133 0.818  -0.15
C9 -4.513 -0.359 -4.376  -0.14
C10 -2.813 -0.526 -0.347  -0.15
C11 -2.802 3.831 2.960  -0.45
C12 1.333 2.946 -2.202  -0.89
C13 2.253 2.772 2.290  -0.22
C14 -0.623 0.685 -0.721  -0.46
C15 0.356 1.612 -0.319  -0.19
C16 1.206 3.325 1.278  -0.10
C17 1.546 1.832 -1.197  -0.25
C18 3.992 -0.746 -5.772  -0.13
C19 -1.739 0.431 0.099  -0.17
C20 -2.723 -1.994 0.192  -0.07
C21 7.018 -3.097 -6.088  -0.15
C22 -3.096 4.252 1.488  -0.58
C23 4.283 5.920 4.320  -0.13
C24 -6.433 0.046 -7.895  -0.14
C25 -3.470 3.324 10.431  -0.16
C26 -1.104 -5.208 -2.670  -0.18
C27 4.820 -3.528 -2.656  -0.15
H1 -5.928 3.347 7.882  0.09
H2 -4.085 2.185 6.071  0.05
H3 -1.259 -5.336 -1.594  0.07
H4 4.546 -0.274 -6.583  0.09
H5 4.209 -1.817 -5.752  0.07
H6 -0.900 -7.096 -3.054  0.06
H7 5.316 -0.555 0.038  0.08
H8 1.778 3.681 0.436  0.12
H9 4.735 -4.003 -3.638  0.07
H10 3.162 3.326 2.106  0.10
H11 -0.058 -4.949 -2.859  0.08
H12 6.487 -3.941 -6.538  0.08
H13 1.847 0.800 2.426  0.08
H14 4.869 -1.700 -3.330  0.02
H15 -4.454 1.696 10.026  0.07
H16 -4.318 0.608 -3.916  0.08
H17 -2.659 3.603 11.098  0.08
H18 0.241 -6.938 0.163  0.07
H19 -2.888 -0.565 -1.427  0.03
H20 -6.225 1.001 -7.420  0.08
H21 -5.585 -0.554 -4.365  0.08
H22 5.448 -4.146 -2.020  0.08
H23 3.810 6.904 4.360  0.08
H24 8.028 -3.404 -5.808  0.08
H25 0.443 -8.565 0.866  0.08
H26 2.927 -0.597 -5.927  0.08
H27 1.616 -7.954 -0.317  0.08
H28 -7.511 -0.131 -7.882  0.08
H29 -4.356 3.919 10.673  0.08
H30 5.116 -2.181 0.748  0.08
H31 7.544 -2.318 -7.783  0.07
H32 5.302 -0.285 -4.406  0.07
H33 2.395 2.139 -0.590  0.11
H34 2.679 4.969 3.774  0.06
H35 -4.157 -0.350 -5.404  0.07
H36 -3.996 -2.206 -4.030  0.08
H37 -3.107 -2.650 -0.590  0.13
H38 -1.099 -8.534 -0.866  0.08
H39 -3.443 -2.086 1.003  0.11
H40 1.882 0.937 -1.706  0.06
H41 3.826 -3.449 -2.205  0.07
H42 1.965 2.931 3.324  0.09
H43 -4.250 3.877 7.632  0.06
H44 -5.448 4.047 6.321  0.08
H45 -6.083 0.078 -8.929  0.08
H46 0.706 4.213 1.653  0.11
H47 4.320 5.492 5.323  0.08
H48 6.097 -0.682 2.204  0.08
H49 -3.165 3.514 9.400  0.05
H50 6.485 -2.771 -5.197  0.05
H51 3.459 1.144 2.279  0.07
H52 -1.741 -4.400 -3.027  0.07
H53 -5.935 -1.809 -7.584  0.08
H54 -3.765 -0.117 -0.012  0.12
H55 5.295 6.028 3.941  0.08
H56 3.738 -1.058 0.685  0.06

=====

Record 5
Molecular formula: C9H3F3N5O5
Method: DFT, wB97M-V/def2-TZVPD

Properties
- charge = -1
- E_LUMO (hartree) = 0.009
- HOMO-LUMO gap (eV) = 5.23

Last column: Löwdin charge in e.
Element x y z (Å)
F1 -0.692 -2.503 -3.465  0.08
F2 -0.412 -4.556 -2.733  0.09
F3 1.141 -3.038 -2.353  0.08
O1 2.383 -2.888 2.530  0.09
O2 -1.466 2.979 1.848  0.03
O3 -1.107 -3.781 -0.205  -0.05
O4 0.701 3.081 2.135  0.07
O5 2.786 -0.632 2.683  0.04
N1 2.113 0.550 2.514  0.13
N2 -0.885 -1.558 -1.004  0.08
N3 1.942 -1.757 2.441  -0.14
N4 -0.352 2.427 2.030  -0.32
N5 -4.048 -2.254 2.011  0.16
C1 -1.717 -1.084 2.069  -0.21
C2 -0.369 0.983 2.107  -0.06
C3 0.834 0.182 2.206  -0.14
C4 -0.853 -2.866 -1.002  -0.59
C5 -0.536 -1.854 1.994  0.09
C6 -1.612 0.331 2.065  0.08
C7 0.696 -1.212 2.128  -0.09
C8 -3.001 -1.737 2.067  -0.17
C9 -0.215 -3.248 -2.428  -0.52
H1 -2.524 0.928 2.021  0.14
H2 -1.502 -1.121 -0.317  0.00
H3 -0.541 -2.940 1.919  0.13

=====

Record 6
Molecular formula: C4H14N2O2
Method: DFT, wB97M-V/def2-TZVPD

Properties
- charge = 0
- SMILES = CNCCNCO.O
- E_LUMO (hartree) = 0.026
- HOMO-LUMO gap (eV) = 9.30

Last column: Löwdin charge in e.
Element x y z (Å)
O1 2.554 1.533 1.615  -0.12
O2 -1.578 0.608 -0.988  -0.15
N1 -1.961 -0.443 1.142  -0.09
N2 1.043 0.116 -0.556  -0.18
C1 1.610 -0.340 -1.942  -0.08
C2 -2.442 0.508 0.202  -0.27
C3 0.268 -0.978 0.173  -0.23
C4 -0.566 -0.336 1.322  -0.25
H1 1.628 -1.419 -1.848  0.07
H2 0.972 -1.644 0.632  0.09
H3 -2.437 1.529 0.791  0.16
H4 -3.452 0.484 -0.137  0.10
H5 2.407 0.341 -1.763  0.04
H6 1.891 0.860 1.478  -0.04
H7 -0.272 -0.808 2.303  0.13
H8 -1.532 -0.323 -1.419  0.12
H9 1.060 0.277 -2.723  0.09
H10 -2.231 -1.461 0.859  0.16
H11 3.328 1.478 0.920  0.09
H12 -0.326 0.727 1.361  0.11
H13 0.307 0.921 -0.837  0.13
H14 -0.273 -1.628 -0.583  0.11

=====

Record 7
Molecular formula: C3H8O2
Method: DFT, wB97M-V/def2-TZVPD

Properties
- charge = 0
- SMILES = COCCO
- E_LUMO (hartree) = 0.034
- HOMO-LUMO gap (eV) = 10.93

Last column: Löwdin charge in e.
Element x y z (Å)
O1 0.721 -0.534 -0.871  -0.21
O2 -1.213 -1.112 1.270  -0.07
C1 -0.425 0.041 1.272  -0.26
C2 0.853 -0.148 0.442  -0.26
C3 0.031 0.446 -1.621  -0.12
H1 -1.192 0.772 0.973  0.11
H2 0.641 1.469 -1.742  0.13
H3 1.627 0.676 0.458  0.13
H4 -0.179 0.188 2.359  0.14
H5 -1.334 -1.357 0.359  0.07
H6 -0.998 0.631 -1.161  0.10
H7 1.429 -1.028 0.873  0.15
H8 0.038 -0.043 -2.611  0.09

=====

Record 8
Molecular formula: C58H64GeN9O2P2Rb
Method: DFT, wB97M-V/def2-TZVPD

Properties
- charge = -1
- spin multiplicity = 2
- E_LUMO (alpha / beta) (hartree) = 0.070 / 0.039
- HOMO-LUMO gap (alpha / beta) (eV) = 5.35 / 4.52

Last column: Löwdin spin population.
Element x y z (Å)
Rb1 -0.249 -0.389 -0.432  0.03
Ge1 1.729 -2.162 2.893  0.48
P1 -2.687 -1.492 1.929  0.01
P2 -3.395 0.976 0.094  0.00
O1 -0.265 0.260 -4.651  0.00
O2 -2.676 -2.625 -2.095  0.00
N1 3.134 -1.168 -0.043  0.03
N2 2.365 1.433 -0.288  0.00
N3 4.850 -2.784 -0.350  0.00
N4 7.031 -2.069 -0.396  0.00
N5 -1.224 -1.088 -3.028  0.00
N6 -2.382 6.205 -0.577  0.00
N7 2.627 -3.385 -0.269  0.01
N8 5.384 -0.474 -0.229  0.00
N9 1.681 -1.329 -2.581  0.00
C1 3.574 -2.413 -0.234  0.01
C2 -1.258 5.269 -0.691  0.00
C3 -1.001 2.636 1.979  0.00
C4 -6.067 -1.936 -1.217  0.00
C5 4.538 -1.423 3.095  0.02
C6 -4.291 -2.261 -4.730  0.00
C7 -3.625 5.542 -0.245  0.00
C8 0.547 -4.772 2.129  0.01
C9 -3.278 1.539 -1.648  0.00
C10 -1.463 3.235 0.794  0.00
C11 4.078 -0.242 -0.108  0.00
C12 -0.119 -5.965 2.369  0.00
C13 2.055 -0.766 5.441  0.02
C14 -3.105 -1.714 -4.289  0.00
C15 -2.339 -1.875 -3.001  0.00
C16 4.151 3.487 0.290  0.00
C17 -3.509 -0.467 3.224  0.00
C18 0.366 0.533 6.550  0.01
C19 -2.117 7.276 0.358  0.00
C20 -2.371 -0.839 -5.062  0.00
C21 -0.368 -5.361 4.674  0.00
C22 -0.874 4.503 0.565  0.00
C23 -4.724 -2.873 0.532  0.00
C24 1.207 -0.971 4.353  0.09
C25 4.158 -3.780 2.926  0.02
C26 0.766 -3.857 3.151  0.09
C27 4.580 2.168 0.257  0.00
C28 0.297 -4.167 4.428  0.02
C29 -5.403 -0.731 -1.061  0.00
C30 -4.054 -1.664 0.699  0.00
C31 6.397 -2.941 3.143  0.02
C32 -4.392 -0.574 -0.120  0.00
C33 -4.708 2.084 0.735  0.00
C34 3.650 1.180 -0.037  0.00
C35 0.055 5.089 1.417  0.00
C36 -1.159 -0.468 -4.235  0.00
C37 -3.982 -1.011 -6.786  0.00
C38 2.554 -1.178 -5.856  0.00
C39 2.124 -2.335 -4.950  0.00
C40 -4.724 -1.891 -6.002  0.00
C41 -0.038 3.173 2.824  0.00
C42 5.901 -1.646 3.186  0.00
C43 1.638 -0.016 6.532  0.00
C44 5.709 -1.768 -0.301  0.00
C45 -5.719 -3.012 -0.421  0.00
C46 1.869 -1.779 -3.615  0.00
C47 2.822 3.757 0.031  0.00
C48 3.228 -3.386 -4.837  0.00
C49 -0.060 -0.399 4.378  0.02
C50 3.648 -2.486 2.970  0.07
C51 1.966 2.695 -0.245  0.00
C52 5.525 -4.007 3.007  0.00
C53 0.496 4.421 2.550  0.00
C54 -0.483 0.343 5.470  0.00
C55 0.825 -2.958 -5.466  0.00
C56 -0.577 -6.262 3.643  0.01
C57 -2.785 -0.469 -6.325  0.00
C58 -2.798 -3.097 2.827  0.00
H1 -5.166 1.631 1.617  0.00
H2 -0.721 -0.514 3.526  0.00
H3 -3.518 0.585 2.941  0.00
H4 0.035 -2.213 -5.519  0.00
H5 -0.728 -5.581 5.672  0.00
H6 -5.653 -2.289 -6.392  0.00
H7 5.605 1.894 0.441  0.00
H8 -2.027 6.933 1.402  0.00
H9 -3.601 5.067 0.746  0.00
H10 4.166 -0.405 3.123  0.00
H11 -2.642 0.850 -2.206  0.00
H12 -1.104 -7.190 3.832  0.00
H13 2.425 4.760 0.059  0.00
H14 -4.231 3.021 1.012  0.00
H15 -3.804 -3.316 3.193  0.00
H16 2.925 -4.206 -4.188  0.00
H17 -6.843 -2.038 -1.966  0.00
H18 -4.532 -0.814 3.391  0.00
H19 0.462 6.069 1.189  0.00
H20 -4.854 -2.939 -4.106  0.00
H21 -3.840 4.765 -0.979  0.00
H22 0.490 -3.765 -4.815  0.00
H23 -5.669 0.105 -1.696  0.00
H24 0.437 -3.465 5.240  0.00
H25 -2.203 0.219 -6.924  0.00
H26 -2.453 -3.924 2.207  0.00
H27 0.994 -3.361 -6.465  0.00
H28 5.905 -5.021 2.970  0.00
H29 4.845 4.284 0.521  0.00
H30 3.485 -4.623 2.827  0.00
H31 2.309 0.137 7.369  0.00
H32 -2.124 -3.034 3.685  0.00
H33 -0.409 5.856 -1.062  0.00
H34 0.893 -4.554 1.126  0.00
H35 7.669 -1.335 -0.140  0.00
H36 4.142 -2.950 -4.437  0.00
H37 3.052 -1.194 5.439  0.00
H38 1.746 -3.088 -0.665  0.00
H39 7.464 -3.118 3.214  0.00
H40 -0.289 -6.659 1.554  0.00
H41 0.910 2.875 -0.416  0.00
H42 2.968 -4.280 -0.582  0.00
H43 -2.793 2.515 -1.615  0.00
H44 -4.462 -3.732 1.132  0.00
H45 3.440 -3.790 -5.827  0.00
H46 6.576 -0.804 3.280  0.00
H47 -1.421 1.668 2.258  0.00
H48 -2.951 -0.563 4.157  0.00
H49 -4.435 6.275 -0.263  0.00
H50 -4.244 1.615 -2.148  0.00
H51 -5.492 2.267 -0.004  0.00
H52 1.810 -0.385 -5.836  0.00
H53 -1.468 0.795 5.459  0.00
H54 0.041 1.121 7.401  0.00
H55 1.244 4.860 3.200  0.00
H56 3.508 -0.767 -5.527  0.00
H57 -1.523 4.543 -1.463  0.00
H58 7.288 -3.016 -0.181  0.00
H59 2.668 -1.552 -6.875  0.00
H60 -2.923 8.011 0.307  0.00
H61 -4.350 -0.743 -7.768  0.00
H62 0.300 2.635 3.700  0.00
H63 -1.184 7.776 0.093  0.00
H64 -6.214 -3.967 -0.545  0.00

=====

What are the energy above the lowest of the compared OMol25 structures with the same formula, charge and spin values for these records? In order: 0.229, 1.206, 4.619, 0.000, 1.376, 3.642, 1.999, 3.367 eV.
What are the F_max values for these records? In order: 2.31, 3.19, 4.79, 3.11, 2.54, 4.57, 3.23, 0.48 eV Å⁻¹.